(1)
{
  "formula": "C6H25NO8",
  "method": "ωB97M-V/def2-TZVPD",
  "species": ["C", "N", "C", "C", "O", "C", "C", "C", "H", "H", "H", "H", "H", "H", "H", "H", "H", "H", "H", "H", "H", "O", "H", "H", "O", "H", "H", "O", "H", "H", "O", "H", "H", "O", "H", "H", "O", "H", "H", "O"],
  "coordinates": [[-0.559, 1.353, -2.311], [-1.152, 0.476, -1.290], [-2.128, 1.124, -0.531], [-2.744, 0.297, 0.597], [-2.585, 2.216, -0.789], [0.012, -0.138, -0.618], [1.090, 0.948, -0.584], [0.669, 1.990, -1.647], [-0.287, 0.729, -3.171], [-1.246, 2.068, -2.750], [-3.599, -0.245, 0.182], [-2.025, -0.411, 1.000], [-3.176, 0.902, 1.389], [0.301, -0.956, -1.276], [-0.178, -0.541, 0.370], [2.037, 0.483, -0.895], [1.366, 1.293, 0.411], [0.376, 2.865, -1.062], [1.439, 2.212, -2.378], [0.010, 2.745, 1.235], [-0.802, 3.892, 0.566], [-0.321, 3.640, 1.352], [2.151, -0.789, 1.750], [1.739, -2.218, 2.015], [2.322, -1.687, 1.448], [0.199, -2.104, 3.743], [-0.083, -1.010, 2.541], [-0.143, -1.916, 2.870], [-2.901, -2.531, -1.052], [-2.154, -1.519, -1.880], [-2.225, -2.473, -1.732], [-0.654, 1.612, 2.571], [0.389, 1.142, 3.664], [-0.061, 0.910, 2.848], [3.398, -2.071, -0.718], [3.669, -1.351, -1.999], [4.045, -1.489, -1.125], [1.977, -3.170, -0.597], [0.508, -3.012, -0.854], [1.327, -3.266, -1.296]],
  "smiles": "CC(=O)N1CCCC1.O.O.O.O.O.O.O",
  "multiplicity": 1,
  "gap_ev": 9.90,
  "total_charge": 0
}


(2)
{
  "formula": "C16H29FN4O8P2V",
  "method": "ωB97M-V/def2-TZVPD",
  "species": ["V", "C", "O", "C", "O", "N", "N", "H", "H", "H", "H", "H", "H", "C", "P", "C", "C", "C", "P", "C", "C", "H", "H", "H", "H", "H", "H", "H", "H", "H", "H", "H", "H", "H", "H", "H", "H", "F", "C", "C", "N", "C", "C", "O", "O", "C", "O", "N", "C", "O", "H", "H", "H", "H", "C", "C", "O", "O", "H", "H", "H"],
  "coordinates": [[-1.025, -0.157, -0.597], [0.993, 2.449, 4.392], [0.430, 1.373, 3.590], [0.150, 1.573, 2.294], [-0.449, 0.716, 1.670], [0.536, 2.733, 1.737], [0.320, 3.007, 0.375], [1.064, 2.072, 5.400], [0.319, 3.302, 4.382], [1.989, 2.718, 4.044], [1.056, 3.406, 2.257], [0.758, 2.293, -0.186], [-0.677, 2.991, 0.207], [-2.113, 2.069, -3.202], [-0.627, 1.182, -2.697], [0.699, 2.411, -2.871], [-0.334, 0.038, -4.083], [-1.247, -1.200, -3.939], [-0.983, -1.922, -2.288], [0.579, -2.800, -2.459], [-2.200, -3.246, -2.111], [-1.946, 2.525, -4.176], [-2.353, 2.848, -2.483], [-2.964, 1.396, -3.255], [0.744, 2.779, -3.896], [1.667, 1.976, -2.617], [0.543, 3.269, -2.213], [0.717, -0.251, -4.050], [-0.484, 0.553, -5.029], [-1.057, -1.933, -4.719], [-2.300, -0.926, -4.009], [0.553, -3.451, -3.333], [0.755, -3.424, -1.583], [1.411, -2.109, -2.545], [-2.112, -3.964, -2.928], [-3.205, -2.833, -2.106], [-2.036, -3.765, -1.171], [4.812, 0.641, 1.483], [3.957, -0.071, 2.200], [3.042, -0.836, 1.650], [2.112, -1.569, 2.416], [1.054, -2.373, 1.823], [0.259, -1.660, 0.809], [-1.020, -1.844, 0.686], [0.803, -0.860, -0.089], [2.156, -1.571, 3.805], [1.405, -2.202, 4.519], [3.179, -0.793, 4.334], [4.087, 0.022, 3.652], [4.873, 0.736, 4.228], [2.958, -0.910, 0.575], [0.390, -2.673, 2.613], [1.439, -3.277, 1.349], [3.250, -0.807, 5.340], [-4.174, 0.246, 0.879], [-3.171, 0.439, -0.196], [-2.271, 1.382, -0.137], [-3.025, -0.398, -1.173], [-4.978, 0.973, 0.730], [-3.711, 0.456, 1.840], [-4.596, -0.751, 0.861]],
  "s_squared": 2.02,
  "multiplicity": 3,
  "gap_ev": [8.75, 9.00],
  "total_charge": 1
}


(3)
{
  "formula": "C4H7N3",
  "method": "ωB97M-V/def2-TZVPD",
  "species": ["C", "C", "N", "C", "N", "C", "N", "H", "H", "H", "H", "H", "H", "H"],
  "coordinates": [[-1.825, 0.860, -0.098], [-0.966, -0.381, 0.111], [0.221, -0.412, -0.725], [1.500, -0.359, -0.261], [2.522, -0.546, -1.004], [1.608, -0.062, 1.173], [1.722, 0.163, 2.302], [-2.363, 0.832, -1.051], [-1.200, 1.759, -0.081], [-2.562, 0.941, 0.709], [-1.545, -1.297, -0.050], [-0.634, -0.414, 1.151], [0.141, -0.634, -1.707], [3.381, -0.449, -0.469]],
  "smiles": "[H]/N=C(\\C#N)NCC",
  "multiplicity": 1,
  "gap_ev": 10.32,
  "total_charge": 0
}


(4)
{
  "formula": "C18H20N6S",
  "method": "ωB97M-V/def2-TZVPD",
  "species": ["N", "N", "N", "N", "S", "C", "C", "C", "C", "C", "C", "C", "C", "C", "C", "C", "C", "N", "N", "C", "C", "C", "C", "C", "C", "H", "H", "H", "H", "H", "H", "H", "H", "H", "H", "H", "H", "H", "H", "H", "H", "H", "H", "H", "H"],
  "coordinates": [[0.505, 2.477, 0.441], [0.843, -3.328, -2.207], [1.441, -1.499, -0.854], [3.816, -4.906, -0.022], [-1.575, 1.173, -0.407], [-0.776, 2.626, 0.234], [0.008, 0.410, -0.525], [0.965, 1.273, -0.020], [1.699, -2.657, -1.459], [-0.344, -2.772, -2.385], [4.165, -6.189, 0.104], [0.251, -0.920, -1.056], [3.208, -4.501, -1.148], [-0.709, -1.564, -1.835], [3.826, -7.162, -0.815], [2.894, -5.430, -2.171], [3.187, -6.779, -1.989], [2.931, -3.138, -1.128], [-1.266, 3.824, 0.625], [2.477, 1.167, -0.075], [-3.987, 5.616, 2.322], [-4.390, 4.156, 2.569], [-2.940, 5.579, 1.205], [-3.194, 3.341, 2.054], [-2.698, 4.104, 0.846], [-1.098, -3.324, -2.965], [4.612, -6.528, 1.036], [-1.678, -1.094, -1.948], [4.065, -8.205, -0.640], [2.380, -5.060, -3.062], [2.879, -7.524, -2.720], [3.332, -2.693, -0.324], [-0.558, 4.391, 1.113], [2.830, 0.648, -0.975], [2.879, 2.181, -0.029], [2.826, 0.665, 0.832], [-3.548, 5.974, 3.257], [-4.856, 6.224, 2.055], [-5.241, 3.849, 1.963], [-4.643, 3.948, 3.606], [-3.239, 6.155, 0.335], [-2.024, 6.009, 1.590], [-2.435, 3.305, 2.806], [-3.512, 2.326, 1.823], [-3.309, 3.857, -0.060]],
  "smiles": "Cc1nc(NC2CCCC2)sc1-c1ccnc(Nc2ccccn2)n1",
  "multiplicity": 1,
  "gap_ev": 8.21,
  "total_charge": 0
}


(5)
{
  "formula": "C24H40N2O4",
  "method": "ωB97M-V/def2-TZVPD",
  "species": ["C", "H", "H", "C", "C", "C", "N", "C", "C", "H", "H", "H", "H", "C", "H", "C", "O", "H", "C", "O", "C", "C", "C", "C", "C", "C", "H", "H", "O", "C", "C", "O", "H", "C", "N", "C", "C", "C", "C", "H", "H", "H", "C", "C", "H", "H", "H", "H", "H", "H", "H", "H", "H", "H", "H", "H", "H", "H", "H", "H", "H", "H", "H", "H", "H", "H", "H", "H", "H", "H"],
  "coordinates": [[-1.111, -2.738, 0.313], [-1.071, -2.092, 1.189], [-0.227, -2.551, -0.292], [-2.375, -2.464, -0.496], [-2.392, -1.030, -1.028], [-3.691, -0.757, -1.798], [-4.905, -1.065, -1.074], [-4.883, -2.392, -0.505], [-3.637, -2.705, 0.337], [-3.677, -3.746, 0.665], [-3.603, -2.077, 1.230], [-5.796, -2.540, 0.080], [-4.909, -3.102, -1.342], [-5.554, -0.011, -0.340], [-6.596, -0.309, -0.171], [-4.968, 0.411, 1.032], [-5.605, -0.226, 2.120], [-5.591, -1.178, 1.966], [-5.149, 1.922, 1.250], [-4.544, 2.686, 0.233], [-3.190, 2.587, 0.055], [-2.281, 2.204, 1.032], [-0.930, 2.097, 0.739], [-0.463, 2.374, -0.537], [-1.370, 2.807, -1.505], [-2.710, 2.913, -1.214], [-3.414, 3.240, -1.963], [-0.998, 3.048, -2.489], [0.840, 2.271, -0.950], [1.775, 1.598, -0.133], [1.520, 0.084, -0.142], [1.512, -0.397, -1.469], [1.137, 0.301, -2.023], [2.568, -0.659, 0.698], [3.908, -0.149, 0.492], [4.793, -0.412, 1.612], [6.105, 0.342, 1.420], [6.791, -0.087, 0.124], [8.078, 0.696, -0.108], [8.559, 0.377, -1.030], [8.774, 0.541, 0.714], [7.867, 1.761, -0.182], [5.802, 0.110, -1.024], [4.504, -0.637, -0.740], [3.791, -0.482, -1.550], [4.709, -1.722, -0.674], [6.230, -0.250, -1.961], [5.585, 1.174, -1.132], [7.036, -1.154, 0.195], [6.758, 0.158, 2.275], [5.891, 1.411, 1.375], [4.305, -0.068, 2.528], [5.002, -1.493, 1.720], [2.306, -0.520, 1.750], [2.488, -1.734, 0.464], [0.528, -0.115, 0.299], [1.782, 1.984, 0.891], [2.748, 1.796, -0.586], [-0.259, 1.790, 1.526], [-2.609, 1.979, 2.035], [-4.782, 2.193, 2.247], [-6.213, 2.166, 1.200], [-3.892, 0.186, 1.048], [-5.561, 0.869, -0.987], [-3.724, 0.288, -2.109], [-3.691, -1.383, -2.700], [-1.544, -0.873, -1.697], [-2.288, -0.326, -0.200], [-2.396, -3.147, -1.353], [-1.088, -3.772, 0.651]],
  "smiles": "CC1CCN(C[C@H](O)COc2ccc(OC[C@@H](O)CN3CCC(C)CC3)cc2)CC1",
  "multiplicity": 1,
  "gap_ev": 8.67,
  "total_charge": 0
}


(6)
{
  "formula": "C31H31BF4O2S",
  "method": "ωB97M-V/def2-TZVPD",
  "species": ["F", "C", "C", "C", "F", "C", "C", "C", "C", "C", "C", "F", "C", "C", "F", "C", "C", "H", "H", "H", "H", "H", "H", "H", "C", "C", "C", "C", "C", "B", "C", "C", "C", "C", "C", "S", "O", "C", "C", "C", "C", "C", "C", "O", "C", "C", "H", "H", "H", "H", "H", "H", "H", "H", "H", "H", "H", "H", "H", "H", "H", "H", "H", "H", "H", "H", "H", "H", "H", "H"],
  "coordinates": [[-0.738, -2.572, -5.140], [0.170, -1.820, -4.421], [1.525, -2.038, -4.671], [2.415, -1.248, -3.942], [3.770, -1.432, -4.148], [1.998, -0.282, -3.044], [0.619, -0.137, -2.714], [0.298, 0.866, -1.718], [-0.493, 2.004, -2.081], [0.004, 3.318, -1.819], [-0.675, 4.415, -2.325], [-0.074, 5.653, -2.258], [-1.921, 4.326, -2.951], [-2.440, 3.041, -3.081], [-3.743, 2.915, -3.514], [-1.736, 1.890, -2.752], [-0.308, -0.902, -3.483], [1.875, -2.801, -5.365], [2.737, 0.385, -2.593], [1.144, 1.134, -1.085], [0.940, 3.444, -1.259], [-2.464, 5.208, -3.274], [-2.157, 0.906, -2.941], [-1.381, -0.802, -3.333], [-5.024, 0.294, -1.178], [-3.698, 0.117, -0.519], [-2.910, -1.022, -0.790], [-1.680, -1.188, -0.223], [-1.138, -0.223, 0.741], [0.525, -0.138, 0.732], [-0.996, -0.805, 2.112], [-0.921, -2.142, 2.460], [-1.066, -2.307, 3.859], [-1.150, -1.113, 4.546], [-1.403, -0.941, 5.979], [-0.960, 0.228, 3.487], [1.194, -1.296, 0.424], [2.527, -1.127, 0.978], [2.828, -2.377, 1.768], [3.484, -1.099, -0.201], [2.450, 0.226, 1.810], [2.478, 0.004, 3.306], [3.489, 1.263, 1.445], [1.179, 0.835, 1.444], [-1.921, 1.036, 0.834], [-3.178, 1.126, 0.315], [-5.287, 1.357, -1.198], [-5.007, -0.106, -2.199], [-5.789, -0.251, -0.611], [-3.272, -1.756, -1.523], [-1.083, -2.085, -0.396], [-0.803, -2.929, 1.726], [-1.112, -3.246, 4.382], [-1.565, -1.930, 6.407], [-0.557, -0.470, 6.487], [-2.302, -0.341, 6.165], [3.813, -2.313, 2.241], [2.065, -2.555, 2.531], [2.840, -3.234, 1.083], [4.532, -1.047, 0.122], [3.341, -2.011, -0.800], [3.284, -0.252, -0.863], [3.483, -0.315, 3.609], [2.236, 0.944, 3.809], [1.762, -0.751, 3.647], [4.483, 0.890, 1.707], [3.460, 1.507, 0.379], [3.293, 2.180, 2.009], [-1.507, 1.863, 1.411], [-3.785, 2.029, 0.459]],
  "multiplicity": 1,
  "gap_ev": 3.84,
  "total_charge": 0
}


Results for ΔE to the lowest compared entry with this formula, charge and spin: 51.2 174.7 49.3 0.0 30.2 417.2 (in kJ/mol, following the order of the records).
Results for molecular weight: 239.26 537.32 97.12 352.47 420.59 554.46 (in g/mol, following the order of the records).